{
  "formula": "C56H42IMoN4O4S2Si",
  "method": "ωB97M-V/def2-TZVPD",
  "de_lowest_kj_mol": 228.57,
  "homo_energy_ev": [-4.5, -4.5],
  "homo_lumo_gap_ev": [5.05, 5.04],
  "total_charge": -1,
  "symbols": ["Mo", "C", "C", "N", "C", "C", "C", "O", "C", "C", "N", "C", "C", "C", "C", "C", "C", "I", "C", "O", "H", "H", "H", "H", "H", "H", "H", "H", "H", "H", "H", "H", "S", "C", "C", "C", "C", "N", "C", "C", "C", "S", "C", "N", "H", "H", "C", "C", "C", "C", "C", "C", "C", "C", "H", "H", "H", "H", "H", "O", "Si", "C", "C", "C", "C", "C", "C", "C", "C", "C", "C", "C", "C", "C", "C", "C", "C", "C", "C", "H", "H", "H", "H", "H", "H", "H", "H", "H", "H", "H", "H", "H", "H", "H", "C", "C", "O", "C", "C", "C", "C", "C", "C", "H", "H", "H", "H", "H", "H", "H", "H"],
  "coordinates": [[1.00097, -0.07340, -0.22348], [2.79181, -4.15168, -0.32482], [1.81462, -3.96892, -1.45128], [1.75091, -4.85690, -2.43819], [0.89166, -4.62943, -3.44200], [0.00264, -3.56986, -3.49155], [-0.95352, -3.46672, -4.65771], [-1.91169, -4.53576, -4.70181], [0.01248, -2.67826, -2.42806], [-1.08207, -1.69281, -2.19132], [-1.18070, -0.90830, -1.23499], [-2.52712, -0.67189, -0.77624], [-3.42485, -1.74018, -0.83191], [-4.69568, -1.65315, -0.28401], [-5.08636, -0.50037, 0.36876], [-4.21179, 0.57594, 0.41948], [-2.95690, 0.52355, -0.17659], [0.06375, -0.73963, 2.30380], [0.98891, -2.84393, -1.47923], [1.12482, -1.87009, -0.60515], [3.03369, -5.20990, -0.23187], [2.38364, -3.77544, 0.61203], [3.71414, -3.59652, -0.52730], [0.92358, -5.35443, -4.25868], [-0.37514, -3.43265, -5.57716], [-1.53998, -2.55594, -4.61316], [-1.44694, -5.36610, -4.59948], [-1.93910, -1.74167, -2.86194], [-3.09138, -2.68064, -1.26252], [-5.36526, -2.50559, -0.34102], [-6.06516, -0.43403, 0.82952], [-4.50987, 1.49339, 0.91312], [-1.96419, 1.99609, -0.18163], [-2.75406, 2.90457, -1.51721], [-3.93551, 2.50684, -2.13704], [-4.54907, 3.28839, -3.11382], [-5.76973, 2.81655, -3.74591], [-6.73460, 2.41405, -4.24004], [-3.96769, 4.51754, -3.45565], [-2.79286, 4.91945, -2.85162], [-2.12037, 4.13341, -1.87415], [-0.64069, 4.64784, -1.19050], [-4.60339, 5.38837, -4.44296], [-5.09897, 6.08823, -5.21350], [-4.41170, 1.57508, -1.87518], [-2.34807, 5.86589, -3.12514], [3.04396, -0.34597, -0.00045], [4.21680, -0.65097, 0.06469], [5.61608, -1.00743, 0.21545], [6.58591, -0.50446, -0.66452], [7.92828, -0.83133, -0.49467], [8.32347, -1.66255, 0.54995], [7.36814, -2.17697, 1.42149], [6.02257, -1.85551, 1.25657], [6.26790, 0.15030, -1.46910], [8.67189, -0.43225, -1.17983], [9.37342, -1.90310, 0.68859], [7.67287, -2.82785, 2.23614], [5.27006, -2.25154, 1.93138], [1.28281, 1.61999, 0.54606], [2.19479, 2.82103, 1.25428], [2.92279, 2.37665, 2.93314], [2.67185, 3.20485, 4.04006], [3.30731, 2.99394, 5.26479], [4.21216, 1.94984, 5.41026], [4.47078, 1.10906, 4.32991], [3.83252, 1.31923, 3.11145], [1.21140, 4.35446, 1.59473], [-0.11730, 4.30114, 2.03459], [-0.79559, 5.45979, 2.39271], [-0.15344, 6.69569, 2.32306], [1.16329, 6.76807, 1.88241], [1.84206, 5.60146, 1.52440], [3.61659, 3.18732, 0.09618], [4.91283, 3.45000, 0.56097], [5.96483, 3.67101, -0.32958], [5.73209, 3.64483, -1.70152], [4.44619, 3.39544, -2.18179], [3.40340, 3.16388, -1.29028], [1.97494, 4.03386, 3.94372], [3.09687, 3.65335, 6.10257], [4.71663, 1.79315, 6.35966], [5.17919, 0.29082, 4.43028], [4.04843, 0.65923, 2.28023], [-0.62683, 3.34098, 2.08989], [-1.82780, 5.40146, 2.72623], [-0.68041, 7.60051, 2.61186], [1.66372, 7.73011, 1.81506], [2.87552, 5.66352, 1.18132], [5.10374, 3.47824, 1.63177], [6.96846, 3.85238, 0.04862], [6.54871, 3.81932, -2.39691], [4.25947, 3.38263, -3.25303], [2.39874, 2.98086, -1.66856], [0.11315, 1.33140, -3.94803], [1.03235, 0.44576, -3.22056], [1.11304, 0.55234, -1.99946], [1.86117, -0.58552, -3.90342], [2.77703, -1.36107, -3.18523], [3.58074, -2.29426, -3.82518], [3.48520, -2.47167, -5.20066], [2.59127, -1.69626, -5.92673], [1.79168, -0.75634, -5.28426], [-0.77240, 1.49259, -3.34229], [-0.18299, 0.89217, -4.90228], [0.55578, 2.31285, -4.11533], [2.88952, -1.21016, -2.12627], [4.28770, -2.87778, -3.24218], [4.11596, -3.19643, -5.70591], [2.51137, -1.81942, -7.00242], [1.11732, -0.14794, -5.87704]],
  "forces_ev_per_a": [[-0.5029, 1.3209, 4.4032], [-0.0063, -0.1015, -0.2283], [0.1495, -0.3495, -0.0610], [-0.1244, 0.1494, 0.0408], [0.2765, -0.1110, -0.0334], [-0.4675, -0.4536, -0.4813], [-0.1503, -0.4402, 0.2467], [0.0624, 0.5758, -0.0007], [-0.9669, 0.7550, -0.5224], [0.5977, -1.9114, -2.6402], [-0.4670, 1.9870, 2.9860], [-0.0648, 0.4376, -0.1126], [0.1511, -0.2471, 0.0501], [0.0098, -0.1751, -0.0783], [-0.0207, 0.1258, 0.0177], [-0.0636, -0.0827, 0.0236], [0.1372, 0.0184, -0.0165], [-0.0157, -0.1746, 0.1274], [0.1419, 0.5658, 0.6948], [0.3906, -2.0570, -0.1393], [0.0180, 0.0415, -0.0156], [-0.0044, 0.0533, -0.0075], [-0.0681, 0.0003, 0.0462], [0.0015, 0.1450, 0.1100], [0.1252, -0.0421, -0.2661], [-0.0258, 0.0837, -0.0569], [0.1684, -0.2165, 0.0580], [-0.0782, -0.5908, -0.0003], [-0.1065, 0.0798, 0.1283], [0.1011, 0.0730, -0.0046], [0.0736, 0.0169, -0.0144], [0.0496, 0.0022, -0.0631], [0.3411, 0.0437, -0.4373], [-0.3009, -0.0136, -0.1360], [0.3535, -0.0165, 0.1468], [-0.6824, -0.2927, -0.3331], [0.1982, 0.0459, 0.1127], [0.4965, 0.2081, 0.2621], [-0.2025, 0.5110, -0.4253], [0.0099, -0.1938, 0.0983], [0.0877, 0.0928, -0.1991], [-0.2065, -0.3113, -0.1781], [0.1747, -0.2062, 0.2523], [0.1938, -0.2590, 0.2666], [-0.0094, -0.0758, 0.0297], [0.0187, 0.0037, 0.0125], [0.0897, 0.0034, 0.1836], [0.6215, -0.0870, 0.0987], [-0.2852, 0.0955, -0.0415], [0.0356, -0.0844, 0.1291], [-0.1434, 0.0088, -0.0009], [-0.0853, 0.0275, -0.0017], [-0.1561, 0.0783, -0.0776], [0.1255, 0.0350, -0.0838], [0.0525, -0.0179, 0.0729], [-0.1161, -0.0344, 0.0905], [-0.1194, 0.0105, -0.0311], [-0.0606, 0.0760, -0.0894], [0.0804, 0.0550, -0.0457], [-0.1162, 0.0409, -0.4749], [0.0077, -0.2102, 0.1808], [0.1855, -0.1680, 0.3288], [0.0802, -0.1500, -0.0267], [-0.0262, -0.0393, -0.1349], [-0.0451, 0.0019, -0.1138], [-0.0730, 0.0583, -0.0756], [-0.0948, 0.1872, 0.1181], [-0.2962, 0.2867, -0.0557], [0.0968, 0.0795, 0.0807], [0.1435, 0.0202, 0.0751], [0.0437, -0.1724, -0.0208], [0.0371, -0.1753, 0.0004], [-0.1777, 0.0515, -0.0233], [0.2909, -0.0787, -0.2441], [-0.0544, -0.0039, -0.1959], [-0.1277, -0.0284, 0.0024], [-0.1346, -0.0611, 0.0759], [0.0405, -0.0049, 0.1039], [0.0849, 0.0917, 0.0575], [0.1142, -0.1288, 0.0360], [0.0131, -0.0729, -0.0975], [-0.0557, -0.0001, -0.0940], [-0.0906, 0.0805, 0.0022], [-0.0007, -0.0092, -0.0108], [0.0601, 0.1529, -0.0208], [0.1073, 0.0065, -0.0590], [0.0336, -0.0887, -0.0676], [-0.0505, -0.1060, 0.0062], [-0.1961, 0.0268, 0.0422], [-0.0035, -0.0565, -0.1360], [-0.1542, 0.0036, -0.0440], [-0.0844, -0.0238, 0.0753], [0.0207, 0.0045, 0.1329], [0.1066, 0.0246, 0.0409], [-0.3917, 0.2875, -0.5242], [0.7894, -0.8562, -0.8103], [0.2151, 0.9495, -1.8368], [-0.0708, 0.1758, -0.1730], [0.2336, 0.0495, -0.2189], [-0.0913, 0.1240, 0.0828], [-0.0396, 0.0686, 0.0142], [-0.1217, 0.0708, -0.0788], [-0.0407, -0.0922, -0.3200], [-0.1551, 0.1008, 0.2002], [0.0250, 0.2319, 0.1209], [0.0867, 0.1017, -0.0547], [0.1125, 0.0528, 0.1476], [-0.1058, 0.0641, -0.0646], [-0.0845, 0.0536, 0.0587], [0.0231, 0.0343, 0.1091], [0.0986, -0.1362, 0.0182]]
}

---

{
  "formula": "C14H11Cl5IrN2OS2Te",
  "method": "ωB97M-V/def2-TZVPD",
  "homo_energy_ev": [-11.1, -11.1],
  "homo_lumo_gap_ev": [6.41, 5.79],
  "total_charge": 1,
  "symbols": ["Ir", "Cl", "C", "C", "Cl", "C", "Cl", "C", "O", "C", "Cl", "C", "Cl", "Te", "C", "C", "C", "C", "S", "H", "H", "H", "S", "C", "N", "C", "C", "C", "N", "H", "H", "H", "H", "H", "H", "H", "H"],
  "coordinates": [[-0.93715, 0.51492, 0.76674], [-6.20914, -0.03470, -3.97152], [-5.22890, 0.14936, -2.57850], [-3.87912, -0.17149, -2.63911], [-3.15368, -0.75943, -4.07653], [-3.11335, -0.00428, -1.49485], [-1.41221, -0.38422, -1.46671], [-3.63244, 0.46186, -0.29449], [-2.86720, 0.57999, 0.79176], [-4.99406, 0.77664, -0.24236], [-5.64255, 1.35433, 1.23217], [-5.77961, 0.62288, -1.37914], [-7.44233, 1.01986, -1.31238], [-0.10258, 2.15085, 2.34289], [0.93543, 1.12034, 3.79331], [0.58995, -0.10107, 4.32709], [1.48045, -0.51380, 5.34084], [2.47743, 0.39681, 5.55611], [2.34411, 1.75591, 4.54156], [-0.27831, -0.66168, 4.00307], [1.38810, -1.43756, 5.89191], [3.28631, 0.33002, 6.26617], [0.97288, -0.77490, 0.96941], [1.85510, -0.63833, -0.51555], [1.74065, 0.41669, -1.30916], [2.51310, 0.57931, -2.54237], [3.84309, -0.13923, -2.39390], [3.59695, -1.58189, -1.98679], [2.69729, -1.61453, -0.83120], [1.14131, 1.15898, -0.97734], [2.65239, 1.64529, -2.70845], [1.94529, 0.17748, -3.38455], [4.45018, 0.36344, -1.63909], [4.38816, -0.11266, -3.33554], [4.52541, -2.07340, -1.70282], [3.15134, -2.14742, -2.80821], [2.69774, -2.42437, -0.23244]],
  "forces_ev_per_a": [[0.1581, -0.4879, -0.2464], [-0.0015, -0.0006, 0.0033], [-0.0502, 0.0006, -0.0398], [0.0840, 0.0064, 0.1045], [0.0098, -0.0039, 0.0005], [-0.1792, 0.0351, 0.0670], [-0.0330, -0.0212, -0.0545], [0.2129, -0.0896, -0.1062], [-0.1665, 0.2212, 0.1747], [0.0303, -0.0279, -0.0617], [0.0249, -0.0023, 0.0033], [-0.0342, 0.0051, -0.0066], [-0.0009, -0.0009, -0.0028], [0.1299, 0.3253, 0.2587], [-0.1669, -0.1483, -0.0266], [0.0046, 0.0325, -0.0738], [0.0146, 0.0196, 0.0104], [0.0134, -0.0189, 0.0125], [-0.0394, -0.0069, 0.0261], [0.0604, 0.0306, 0.0284], [0.0008, 0.0053, 0.0035], [0.0075, 0.0024, 0.0001], [-0.1045, 0.1416, -0.0271], [0.0243, -0.0368, -0.0254], [0.0504, 0.0161, 0.0181], [-0.0197, 0.0043, -0.0153], [-0.0018, -0.0183, 0.0018], [0.0112, 0.0165, -0.0107], [-0.0225, 0.0253, -0.0018], [-0.0289, -0.0215, -0.0321], [0.0094, -0.0049, -0.0010], [-0.0060, 0.0040, -0.0059], [-0.0003, -0.0042, 0.0028], [0.0021, 0.0025, -0.0009], [0.0020, 0.0011, -0.0041], [0.0038, 0.0084, 0.0060], [0.0012, -0.0097, 0.0211]]
}